A molecular structure, C38H36F2LuN6O3S, computed with wB97M-V/def2-TZVPD.

The value obtained for the energy relative to the best compared isomer or geometry (same formula, charge and spin) is 48.0 kJ/mol. Its charge is +1. The multiplicity is 1. As for the electronic energy: -3857.14469 Ha. The value obtained for the HOMO-LUMO gap is 3.6 eV. For the lowest unoccupied orbital energy, the calculation gives -0.1856 hartree. The HOMO energy is -8.6 eV.

```
87
C38H36F2LuN6O3S | the OMol25 dataset | wB97M-V/def2-TZVPD
Lu -21.153 13.878 2.870
C -19.448 17.857 8.589
C -20.058 18.603 7.344
C -18.992 19.569 6.809
C -21.325 19.374 7.742
C -20.369 17.556 6.281
C -21.729 17.301 5.913
C -21.966 16.298 4.980
N -20.994 15.533 4.425
C -19.672 15.800 4.783
C -19.361 16.854 5.664
C -18.646 15.000 4.193
C -17.343 15.099 4.724
C -16.346 14.294 4.230
C -16.688 13.350 3.207
C -17.965 13.283 2.729
N -18.961 14.062 3.237
C -14.926 14.357 4.774
C -14.367 15.773 4.510
C -14.006 13.312 4.122
C -14.949 14.133 6.319
H -19.340 18.554 9.429
H -18.495 17.421 8.348
H -20.188 17.104 8.859
H -18.758 20.340 7.539
H -19.321 20.083 5.917
H -18.058 19.058 6.568
H -21.037 20.108 8.501
H -22.089 18.699 8.142
H -21.741 19.916 6.919
H -22.572 17.817 6.370
H -23.004 16.068 4.705
H -18.322 17.143 5.918
H -17.127 15.826 5.514
H -15.912 12.743 2.719
H -18.222 12.594 1.920
H -14.414 16.026 3.445
H -13.332 15.846 4.822
H -14.899 16.561 5.055
H -13.851 13.454 3.052
H -14.360 12.301 4.283
H -13.053 13.365 4.664
H -15.547 14.886 6.821
H -13.930 14.208 6.797
H -15.361 13.145 6.525
F -20.149 9.019 -0.054
C -20.565 10.315 -0.092
C -20.508 11.052 1.092
C -20.973 12.369 1.083
C -21.516 12.961 -0.081
C -21.518 12.142 -1.227
F -22.072 12.650 -2.375
C -21.043 10.848 -1.294
C -22.063 14.325 -0.080
C -22.737 14.953 -1.173
C -23.172 16.267 -1.010
C -23.050 16.918 0.238
C -22.417 16.271 1.260
N -21.947 15.003 1.121
H -20.179 10.564 1.995
H -21.072 10.278 -2.210
H -22.865 14.443 -2.115
H -23.593 16.835 -1.853
H -23.377 17.937 0.400
H -22.235 16.789 2.200
O -21.805 6.562 7.997
S -23.198 6.569 8.427
O -23.358 6.189 9.831
O -24.204 5.959 7.489
C -24.116 8.148 8.210
N -25.332 8.167 8.697
C -26.138 9.151 8.281
C -25.655 10.130 7.427
C -24.321 10.023 7.024
N -23.556 8.989 7.401
C -23.657 10.931 6.093
C -24.325 11.872 5.267
C -23.602 12.638 4.372
N -22.249 12.529 4.241
C -21.646 11.487 4.931
C -22.303 10.690 5.830
H -27.157 9.097 8.647
H -26.297 10.903 7.024
H -25.420 12.016 5.313
H -24.130 13.366 3.786
H -20.580 11.334 4.711
H -21.756 9.918 6.401
```